Below is a structure of composition C27H41ClN2O4S3V at a distorted geometry, with properties calculated with ωB97M-V with the def2-TZVPD basis set.

The geometry in XYZ format:
```
79
Properties=species:S:1:pos:R:3:forces:R:3
V 0.41640 0.05326 0.40331 -1.466 -0.203 -3.325
C -3.62988 1.74866 2.87516 0.494 -0.473 0.029
C -4.57193 0.52860 2.83592 0.496 -0.185 -0.329
S -3.70685 -0.88089 2.05584 -1.004 -0.290 0.028
C -3.85941 -2.18833 3.32860 0.223 0.231 -0.350
C -2.55780 -3.00195 3.39457 0.264 0.684 -0.155
S -1.05265 -1.98493 3.10053 -0.146 -0.648 0.476
C -0.97977 -0.90839 4.56896 -0.291 0.088 -0.318
C -1.86238 0.35361 4.60407 0.232 0.027 -0.347
S -1.85285 1.31356 3.04976 -0.593 0.655 0.562
H -3.90745 2.43547 3.67354 -0.076 0.045 -0.071
H -3.65021 2.28431 1.92522 -0.077 0.053 0.043
H -5.46226 0.73686 2.24522 -0.036 0.156 0.151
H -4.88227 0.23228 3.83554 -0.035 -0.004 -0.005
H -4.71432 -2.81218 3.07230 0.072 -0.148 0.194
H -4.04335 -1.71518 4.29162 -0.062 0.033 -0.009
H -2.51762 -3.75615 2.60840 -0.035 -0.028 0.012
H -2.46107 -3.50079 4.35805 -0.019 -0.079 -0.029
H 0.06322 -0.60453 4.60630 0.049 -0.095 0.124
H -1.20158 -1.52394 5.44204 0.131 0.023 0.049
H -1.46975 1.01084 5.38033 -0.128 -0.113 0.143
H -2.89497 0.10885 4.83948 0.001 0.005 0.029
O 2.82683 1.15410 1.81172 -0.039 0.179 -0.082
Cl 1.46507 0.78396 2.05097 2.551 2.220 4.687
O 0.97398 1.24843 3.30837 0.245 0.214 -0.315
O 1.34048 -0.70735 2.01151 -0.186 -0.922 -0.175
O -1.06112 0.33960 0.35162 -1.751 0.479 -0.071
C 0.11191 3.88707 0.92786 0.084 0.150 -0.262
C 0.00465 4.00059 -0.59356 -0.051 -0.348 0.267
C -1.25342 3.31426 -1.13422 0.095 0.377 -0.057
C 1.23730 3.55357 -1.35801 0.089 -0.397 0.091
C 1.98410 4.58447 -1.91442 0.231 -0.030 -0.184
C 3.02404 4.36236 -2.80132 -0.063 -0.071 -0.058
C 3.21758 3.08563 -3.29883 0.110 0.288 0.064
C 2.51603 2.01353 -2.78061 -0.353 -0.069 0.443
C 2.52801 0.70067 -3.55555 0.219 0.068 -0.169
C 1.93807 0.97817 -4.94831 -0.074 -0.115 0.117
C 3.91903 0.07878 -3.70844 -0.207 -0.041 0.073
C 1.65706 2.22407 -1.65726 0.407 1.152 -0.938
N 1.38501 1.06462 -0.90173 -1.070 -0.315 0.885
C 2.42721 0.21687 -0.79909 1.060 -1.272 -0.450
C 2.16229 -1.13225 -0.60620 0.547 0.737 -0.746
C 2.96122 -2.32545 -0.61993 -0.157 -0.141 0.238
C 2.08307 -3.36589 -0.67020 0.147 -0.041 0.069
C 0.75061 -2.82308 -0.65435 0.091 -0.356 -0.114
N 0.82683 -1.48697 -0.59947 0.232 -1.094 -0.649
C -0.52803 -3.57106 -0.84183 -0.364 0.049 0.231
C -0.50958 -4.12350 -2.28295 0.274 0.085 -0.009
C -1.73306 -2.64572 -0.66977 0.250 0.043 0.007
C -0.61367 -4.73787 0.15390 0.273 0.086 -0.013
H -0.68973 4.45987 1.39243 -0.026 -0.064 0.099
H 1.06574 4.27809 1.28308 -0.011 -0.020 0.062
H 0.00149 2.85934 1.25455 -0.064 -0.171 0.160
H -0.09565 5.06491 -0.81704 0.069 -0.045 -0.034
H -1.28942 3.37888 -2.22264 -0.042 0.013 0.006
H -2.13778 3.81112 -0.73397 -0.053 -0.059 0.008
H -1.29013 2.27233 -0.85213 -0.060 -0.243 0.035
H 1.73501 5.60231 -1.64485 -0.044 0.000 0.017
H 3.61832 5.18880 -3.16615 -0.031 0.020 -0.028
H 3.91798 2.93229 -4.10876 -0.023 -0.047 -0.044
H 1.86915 -0.01846 -3.06557 -0.005 0.011 -0.050
H 2.59931 1.62515 -5.52330 -0.007 0.024 -0.026
H 0.96517 1.46380 -4.87284 -0.010 0.003 -0.017
H 1.81714 0.04504 -5.49894 0.004 -0.022 -0.017
H 4.58358 0.74775 -4.25401 0.048 -0.007 0.019
H 3.84217 -0.85081 -4.27270 0.061 -0.016 -0.028
H 4.37797 -0.14691 -2.74479 0.085 0.002 -0.029
H 3.44259 0.57542 -0.92270 -0.035 0.080 0.107
H 4.03823 -2.36967 -0.62344 0.031 0.011 -0.048
H 2.33857 -4.41120 -0.72107 -0.084 -0.022 -0.056
H -0.39524 -3.31432 -3.00541 -0.022 -0.023 -0.048
H -1.45156 -4.63219 -2.48236 -0.029 -0.006 0.060
H 0.30397 -4.83643 -2.42018 -0.007 -0.002 -0.056
H -1.66628 -1.78747 -1.33825 -0.092 -0.009 -0.061
H -1.77928 -2.26671 0.35038 -0.126 0.024 0.057
H -2.65038 -3.18790 -0.89247 -0.015 -0.013 0.040
H 0.17581 -5.46857 -0.02671 -0.015 -0.033 0.038
H -1.57281 -5.24068 0.03717 -0.017 0.009 0.004
H -0.51668 -4.37442 1.17796 -0.063 -0.046 0.044
```
Positions in Å, forces in eV/Å.

Computed properties:
Energy relative to the best compared isomer or geometry (same formula, charge and spin), kJ/mol: 395.50
Molar mass, g mol⁻¹: 640.233
Max |F|, Eh/bohr: 0.112
Charge: +1

Below is a structure of composition C27H41F9LuOP2 at a distorted geometry, with properties calculated with ωB97M-V with the def2-TZVPD basis set.

The geometry in XYZ format:
```
81
Properties=species:S:1:pos:R:3:forces:R:3
Lu -0.19226 -0.23630 0.75287 0.034 -2.176 4.241
C -0.76181 -2.33811 2.43563 1.003 0.621 -0.208
C 0.55817 -2.59484 1.92195 -0.373 1.188 0.013
C 0.72960 -1.01331 3.58741 -0.233 -0.330 -0.598
C -0.63093 -1.37526 3.47618 0.473 -0.234 -0.699
C 1.47172 -1.74702 2.63071 -1.023 -0.022 -0.289
C -1.97851 -3.12605 2.14323 -0.741 -0.215 -0.143
H -2.00234 -3.45933 1.09865 -0.084 -0.070 0.130
H -2.88111 -2.52085 2.31970 0.160 -0.288 -0.081
H -2.05281 -4.01878 2.77916 -0.032 0.096 -0.127
C -1.68831 -0.96528 4.42531 -0.180 0.451 0.421
H -2.68130 -1.21334 4.05326 -0.074 0.013 0.088
H -1.65300 0.11713 4.59445 -0.071 -0.469 0.178
H -1.55027 -1.46399 5.40003 -0.094 0.143 -0.277
C 1.29091 -0.13480 4.64506 -0.136 0.217 0.420
H 1.29553 -0.64964 5.62564 0.028 0.205 -0.381
H 0.68533 0.77049 4.75399 0.286 -0.211 0.094
H 2.31420 0.15888 4.41647 0.016 0.065 0.079
C 2.95288 -1.78480 2.54979 0.403 0.020 -0.081
H 3.38564 -2.50740 3.25869 -0.094 0.150 -0.169
H 3.36740 -0.80095 2.78615 0.124 -0.129 -0.067
H 3.28436 -2.06587 1.54624 0.090 -0.036 0.153
C 0.94700 -3.72778 1.05340 0.302 -0.674 -0.364
H 1.26498 -4.60309 1.65107 -0.094 0.254 -0.262
H 1.79287 -3.46234 0.40121 -0.159 -0.204 0.063
H 0.11363 -4.06411 0.42205 0.213 -0.021 0.092
C -1.22625 1.11703 -3.24472 -0.914 -0.165 0.938
C -1.61487 -0.27601 -3.26960 -1.066 0.624 -2.436
C -1.10513 -1.06411 -4.55073 -0.201 0.025 0.312
C 0.39979 -0.96266 -4.86216 -0.580 -0.387 -0.226
C 1.25649 -0.59465 -3.70129 1.772 1.194 -0.544
C 1.72722 0.66815 -3.45673 0.693 -1.793 -1.604
C 1.08685 1.93061 -3.92893 0.402 -0.145 -1.025
C -0.43802 1.81802 -4.23269 0.939 0.972 -0.760
H -1.65793 -0.61508 -5.39429 -0.015 -0.181 0.414
H 0.58167 -0.26721 -5.69600 -0.087 -0.317 0.290
H -1.40366 -2.12475 -4.52814 -0.067 0.591 0.187
H -0.55370 1.41803 -5.24383 -0.143 -0.212 0.282
H -1.68425 1.74513 -2.47720 -0.248 -0.101 -0.426
H -2.69108 -0.52941 -3.29319 -0.126 1.062 -0.725
H -0.81210 2.84463 -4.26308 -0.003 0.005 -0.026
H 1.28008 2.76961 -3.25230 -0.191 -0.296 0.065
H 2.75964 0.79378 -3.11136 -0.691 -0.028 0.616
H 1.61674 2.19831 -4.86331 -0.350 0.168 0.190
H 0.73995 -1.96279 -5.20806 -0.120 0.674 0.099
H 1.65118 -1.45457 -3.16177 0.533 0.349 -0.355
P -1.72501 -0.68552 -1.47491 0.547 -0.826 4.243
C -3.29902 0.17627 -1.05731 -1.284 -0.638 -1.272
C -1.21659 -2.36782 -1.92691 -1.011 -1.337 -0.155
P 1.97476 0.48276 -0.62791 -0.689 0.123 1.050
C 0.21177 0.55005 -1.27805 3.146 0.805 -1.837
C 3.01604 -0.95637 -1.15999 0.087 0.481 -0.344
C 2.73755 2.10730 -0.83906 0.492 0.304 0.125
H -3.24179 0.95902 -0.28313 0.637 -0.551 -0.166
H -4.09051 -0.52418 -0.75936 0.075 0.126 -0.124
H -3.59055 0.65855 -1.99947 -0.598 0.026 0.316
H -0.34332 -2.21589 -2.58247 -0.492 -0.307 0.337
H -2.06205 -2.78474 -2.49694 0.605 -0.383 -0.115
H -0.94130 -3.05195 -1.12218 -0.265 0.299 0.118
H 2.53072 2.52413 -1.82134 0.208 -0.021 0.033
H 3.81790 2.04848 -0.68541 -0.063 -0.007 -0.003
H 2.33809 2.79413 -0.09015 0.020 -0.213 -0.025
H -0.26967 1.55216 -1.26302 0.391 -0.796 0.007
H 0.26753 -0.15475 -2.12355 -0.182 1.193 0.600
H 3.70393 -1.21825 -0.35163 -0.177 0.301 -0.001
H 3.59690 -0.74222 -2.05886 0.006 -0.099 0.032
H 2.41477 -1.84684 -1.34360 -0.166 0.097 0.133
F -1.20859 3.34613 0.03167 -0.423 0.083 0.736
C -1.73083 3.41974 1.29441 -0.625 0.469 -0.405
F -1.89455 4.72012 1.60931 -0.081 -0.934 -0.908
F -2.94579 2.80303 1.23015 0.754 0.719 -0.074
C -0.84163 2.68755 2.32055 0.581 -0.502 -1.135
O -0.55100 1.44558 1.79926 -0.732 1.631 0.830
C 0.46608 3.50110 2.49687 1.134 0.161 0.503
F 0.26700 4.60387 3.25156 0.518 -0.750 -0.677
F 1.42118 2.73399 3.08681 -0.860 0.762 -0.517
F 0.97289 3.89312 1.29329 -0.347 -0.134 0.813
C -1.59459 2.72685 3.67255 -0.548 -0.593 1.106
F -2.09087 3.96823 3.90978 0.237 -1.499 0.242
F -2.62819 1.83787 3.65248 0.915 1.074 0.131
F -0.76539 2.38325 4.70765 -1.091 0.550 -1.088
```
Positions in Å, forces in eV/Å.

Computed properties:
Energy relative to the best compared isomer or geometry (same formula, charge and spin), kJ/mol: 0.00
Molar mass, g mol⁻¹: 789.521
Max |F|, Eh/bohr: 0.093
Charge: +1

Below is a structure of composition C27H41F9OP2Yb at a distorted geometry, with properties calculated with ωB97M-V with the def2-TZVPD basis set.

The geometry in XYZ format:
```
81
Properties=species:S:1:pos:R:3:forces:R:3
Yb -0.17913 -0.22076 1.55134 1.054 -1.859 2.791
C -0.86980 -2.44145 2.93817 0.716 0.683 -0.273
C 0.42763 -2.73223 2.42130 -0.218 0.759 -0.040
C 0.66430 -1.18216 4.10258 -0.425 -0.364 -0.750
C -0.71374 -1.49108 3.98293 0.278 0.241 -0.634
C 1.37234 -1.95082 3.14308 -0.854 0.319 -0.309
C -2.13510 -3.09495 2.55458 -0.877 -0.535 -0.270
H -2.11563 -3.44323 1.51192 -0.045 0.033 0.254
H -2.98359 -2.40757 2.65421 0.060 -0.163 -0.046
H -2.36271 -3.96948 3.18690 0.094 0.220 -0.187
C -1.76840 -1.00027 4.90557 -0.412 0.375 0.301
H -2.76532 -1.32433 4.57904 0.211 0.142 0.172
H -1.75019 0.09761 4.95434 -0.189 -0.361 0.122
H -1.60845 -1.37092 5.93208 -0.067 0.065 -0.330
C 1.24948 -0.33765 5.16149 0.241 0.569 0.544
H 1.16241 -0.80371 6.16166 0.030 0.098 -0.431
H 0.72520 0.62428 5.20617 0.305 -0.374 0.188
H 2.31515 -0.14769 4.97366 -0.307 0.050 0.135
C 2.84346 -2.02566 3.03624 0.900 -0.024 -0.148
H 3.27991 -2.72213 3.77254 -0.185 0.173 -0.224
H 3.30172 -1.04644 3.21918 0.011 -0.183 -0.063
H 3.16138 -2.36354 2.04077 -0.012 0.059 0.222
C 0.75513 -3.75952 1.40133 0.140 -0.298 -0.537
H 0.99361 -4.73059 1.85559 -0.046 0.145 -0.115
H 1.62173 -3.45540 0.79975 -0.067 -0.145 0.088
H -0.07934 -3.91383 0.70662 0.095 -0.092 0.107
C -1.69239 0.88459 -4.38519 -0.993 -0.655 -0.832
C -1.84514 -0.44671 -4.50382 -0.692 0.946 -0.552
C -1.04995 -1.32172 -5.43977 0.135 -0.238 -0.041
C 0.42252 -0.89934 -5.60978 -0.123 -0.262 -0.414
C 1.10171 -0.46207 -4.34706 0.835 0.724 -0.139
C 1.27027 0.82809 -3.98109 0.671 -0.835 -1.115
C 0.60439 1.99085 -4.66135 0.083 0.360 -0.145
C -0.79145 1.71748 -5.24168 -0.022 0.545 -0.175
H -1.50263 -1.34261 -6.44712 -0.083 0.040 0.414
H 0.51192 -0.13965 -6.39458 0.043 -0.196 0.323
H -1.08548 -2.36433 -5.08325 -0.034 0.269 -0.082
H -0.71547 1.30781 -6.25382 -0.082 0.057 0.282
H -2.45676 1.47960 -3.86951 0.472 -0.405 -0.069
H -2.69000 -0.94819 -4.01172 0.323 0.376 -0.081
H -1.28952 2.68921 -5.35788 0.178 -0.153 -0.077
H 0.53347 2.80999 -3.92903 0.027 -0.150 -0.177
H 2.03722 1.13190 -3.25445 -0.604 -0.387 -0.048
H 1.22243 2.37977 -5.49203 0.010 -0.120 0.424
H 0.97112 -1.77162 -5.99318 -0.097 0.202 0.090
H 1.59693 -1.29360 -3.83416 -0.127 0.543 0.005
P -1.42258 -0.54616 -0.93223 0.884 0.157 1.691
C -2.75941 0.62061 -1.30864 -0.518 0.075 -0.470
C -1.22886 -1.97223 -2.03264 -0.115 -0.365 -0.575
P 1.85042 0.03287 -0.46003 -1.040 0.284 0.634
C 0.13141 0.46378 -1.19601 0.299 0.320 -0.943
C 2.76863 -0.98538 -1.64106 0.318 -0.638 -0.416
C 2.72278 1.63506 -0.45911 0.015 0.395 -0.026
H -2.69179 1.50823 -0.65602 0.085 -0.540 -0.057
H -3.73269 0.13340 -1.14319 0.333 0.116 0.094
H -2.72968 0.97063 -2.33881 -0.042 -0.161 0.412
H -0.94530 -1.69850 -3.05537 -0.066 -0.011 0.597
H -2.18624 -2.51636 -2.07988 0.360 0.086 0.091
H -0.44942 -2.65427 -1.66294 -0.315 0.240 0.293
H 2.79360 2.09512 -1.45798 -0.020 -0.216 0.319
H 3.74240 1.46804 -0.07431 -0.374 0.023 -0.121
H 2.21015 2.34076 0.21598 0.236 -0.376 -0.254
H -0.06765 1.52540 -0.95291 0.024 -0.324 0.102
H 0.21407 0.43351 -2.29525 0.084 0.226 0.414
H 3.78573 -1.18435 -1.25750 -0.501 0.150 0.125
H 2.88923 -0.52850 -2.63536 -0.051 -0.138 0.582
H 2.26987 -1.96443 -1.74932 0.217 0.368 0.020
F -1.03956 2.23339 4.96103 0.696 0.700 -0.849
C -0.17065 3.05271 4.28277 0.218 -0.056 2.264
F -0.43297 4.31528 4.70918 0.288 -1.085 -0.669
F 1.07386 2.72980 4.71463 -1.037 0.428 -0.647
C -0.30184 2.86006 2.75139 0.512 -0.081 -0.266
O 0.25365 1.67318 2.33435 -0.728 0.807 -0.104
C -1.80138 2.91490 2.38646 -1.616 0.055 -0.064
F -2.49694 3.86270 3.05241 0.704 -1.047 -0.741
F -2.00286 3.10680 1.04857 0.298 -0.132 0.993
F -2.37979 1.69216 2.66533 0.516 0.832 -0.315
C 0.42622 4.06306 2.07777 0.759 1.214 -0.681
F -0.21538 5.25685 2.23682 0.591 -1.428 -0.186
F 1.69028 4.20145 2.55876 -1.248 -0.211 -0.445
F 0.53750 3.84448 0.73052 -0.115 0.136 1.036
```
Positions in Å, forces in eV/Å.

Computed properties:
Multiplicity: 2
Molar mass, g mol⁻¹: 787.594
E, eV: -105271.536
Max |F|, Eh/bohr: 0.068
<S²>: 0.75
Charge: +1